[1]
{"formula": "C31H49ClOsP2", "method": "ωB97M-V/def2-TZVPD", "s2": 6.040, "homo_energy_ha": [-0.362, -0.512], "largest_force_ev_per_a": 4.55, "multiplicity": 5, "lumo_ev": [-4.54, -8.39], "total_charge": 2, "relative_energy_kj_mol": 0.00, "species": ["Os", "C", "C", "C", "C", "C", "C", "H", "H", "H", "C", "H", "H", "H", "C", "H", "H", "H", "C", "H", "H", "H", "C", "H", "H", "H", "C", "C", "C", "C", "C", "C", "C", "C", "H", "H", "H", "H", "H", "H", "H", "H", "H", "H", "H", "H", "P", "P", "C", "C", "H", "H", "H", "H", "C", "H", "H", "H", "C", "H", "H", "H", "C", "H", "H", "H", "C", "H", "H", "H", "Cl", "C", "C", "C", "C", "C", "C", "C", "H", "H", "H", "H", "H", "H"], "positions_angstrom": [[0.523, 0.211, 1.308], [-0.028, 1.777, 2.665], [-0.853, 0.626, 2.937], [1.367, 0.015, 3.284], [1.340, 1.405, 2.903], [0.012, -0.466, 3.297], [-0.483, 3.175, 2.365], [-1.572, 3.225, 2.263], [-0.034, 3.569, 1.445], [-0.178, 3.842, 3.181], [2.473, 2.384, 2.987], [2.081, 3.383, 3.215], [3.022, 2.468, 2.038], [3.188, 2.075, 3.764], [2.553, -0.786, 3.723], [3.267, -0.139, 4.254], [3.079, -1.243, 2.869], [2.231, -1.594, 4.389], [-0.416, -1.807, 3.819], [-0.331, -1.825, 4.913], [0.213, -2.616, 3.429], [-1.460, -2.015, 3.558], [-2.351, 0.605, 3.075], [-2.637, 0.601, 4.136], [-2.783, -0.293, 2.620], [-2.808, 1.485, 2.614], [-2.020, 0.963, -3.774], [-2.980, 1.654, -3.124], [-4.423, 1.274, -3.065], [-4.725, -0.246, -2.974], [-3.773, -1.092, -2.179], [-2.787, -1.823, -2.742], [-2.274, -1.634, -4.142], [-2.283, -0.183, -4.707], [-4.946, 1.661, -3.958], [-4.788, -0.640, -3.998], [-4.907, 1.786, -2.215], [-3.246, -0.025, -5.212], [-0.998, 1.367, -3.805], [-2.760, 2.656, -2.732], [-1.512, -0.139, -5.499], [-1.246, -2.037, -4.209], [-2.385, -2.706, -2.233], [-2.871, -2.257, -4.833], [-5.737, -0.353, -2.538], [-4.058, -1.249, -1.131], [-0.527, 1.024, -0.635], [0.240, -1.955, 0.341], [-0.301, -0.333, -1.869], [0.387, -1.629, -1.457], [0.217, 0.087, -2.743], [-1.327, -0.540, -2.180], [-0.019, -2.494, -2.016], [1.464, -1.548, -1.690], [1.553, -3.128, 0.701], [1.577, -3.323, 1.781], [2.523, -2.729, 0.377], [1.334, -4.059, 0.158], [-1.336, -2.777, 0.652], [-1.581, -3.430, -0.197], [-2.143, -2.042, 0.795], [-1.244, -3.385, 1.563], [0.035, 2.526, -1.463], [0.142, 3.341, -0.732], [-0.698, 2.818, -2.227], [1.009, 2.353, -1.940], [-2.243, 1.253, -0.118], [-2.574, 0.430, 0.529], [-2.913, 1.293, -0.984], [-2.336, 2.201, 0.429], [3.407, -0.627, -2.431], [4.288, -0.324, -0.970], [5.642, -0.613, -0.988], [6.419, -0.396, 0.153], [5.807, 0.018, 1.338], [4.448, 0.305, 1.347], [3.657, 0.213, 0.191], [2.253, 0.762, 0.123], [6.089, -1.008, -1.897], [7.490, -0.588, 0.096], [6.390, 0.121, 2.256], [3.985, 0.619, 2.281], [1.928, 0.686, -0.919], [2.260, 1.839, 0.364]], "forces_ev_per_angstrom": [[0.12, -1.44, -4.32], [-0.55, 0.41, 0.58], [-0.22, 0.44, 1.86], [0.33, 0.33, 1.40], [0.68, 0.25, 1.51], [-0.12, 0.16, 0.88], [-0.05, 0.09, -0.01], [0.26, 0.07, 0.09], [-0.06, -0.09, 0.25], [-0.18, -0.10, -0.12], [0.05, 0.13, -0.27], [0.17, -0.27, 0.11], [-0.07, 0.09, 0.36], [-0.26, 0.22, -0.22], [0.09, -0.21, -0.03], [-0.19, -0.32, -0.11], [-0.15, 0.14, 0.36], [0.14, 0.23, -0.04], [-0.06, -0.07, -0.09], [-0.04, 0.04, -0.22], [-0.15, 0.15, 0.14], [0.23, 0.01, 0.10], [0.01, -0.02, -0.31], [0.23, -0.01, -0.20], [-0.03, 0.14, 0.10], [0.04, -0.23, 0.12], [-0.65, 1.23, -0.03], [0.84, 0.04, -1.11], [-0.72, -0.08, 0.17], [-0.30, 0.56, -0.36], [0.16, -1.00, -0.18], [-1.08, 0.03, 0.27], [0.12, -0.19, -0.45], [0.04, -0.49, -0.44], [0.19, -0.02, 0.29], [-0.02, -0.03, 0.40], [0.24, -0.11, -0.23], [0.34, 0.11, 0.14], [-0.56, -0.02, 0.00], [0.14, -0.46, 0.07], [-0.43, -0.05, 0.28], [-0.39, 0.11, 0.13], [0.08, 0.57, 0.22], [0.27, 0.14, 0.22], [0.48, -0.04, -0.22], [0.20, -0.21, -0.33], [0.31, -1.11, -0.12], [0.34, 0.95, -0.86], [-0.35, 0.19, -0.54], [0.06, -0.17, 0.25], [-0.13, -0.09, 0.31], [0.30, 0.01, -0.01], [0.15, 0.38, 0.14], [-0.63, -0.28, 0.33], [-0.01, -0.34, 0.19], [0.10, -0.10, -0.29], [-0.24, -0.05, 0.07], [0.19, 0.15, 0.20], [-0.27, -0.20, 0.16], [0.03, 0.13, 0.29], [0.23, -0.26, -0.13], [-0.12, 0.14, -0.27], [0.10, 0.48, 0.18], [-0.06, -0.17, -0.28], [0.25, -0.07, 0.27], [-0.29, 0.03, 0.13], [-0.68, -0.03, -0.34], [0.20, 0.24, -0.23], [0.20, -0.04, 0.30], [0.15, -0.25, -0.12], [0.24, 0.24, 0.10], [3.02, -1.65, -2.58], [-1.62, 0.12, -0.72], [2.03, -0.94, -2.09], [-3.18, 1.36, 2.62], [2.80, -0.16, 1.96], [-3.85, 1.32, 0.92], [1.68, 0.05, -0.29], [-0.09, 0.12, 0.18], [-0.31, 0.09, 0.12], [-0.24, -0.03, -0.30], [0.35, -0.09, -0.47], [0.14, -0.09, 0.18], [0.10, -0.08, -0.04]]}

***

[2]
{"formula": "C4H8N2O", "method": "ωB97M-V/def2-TZVPD", "homo_energy_ha": -0.284, "largest_force_ev_per_a": 0.95, "multiplicity": 1, "lumo_ev": 0.72, "total_charge": 0, "relative_energy_kj_mol": 418.82, "species": ["C", "C", "N", "C", "C", "O", "N", "H", "H", "H", "H", "H", "H", "H", "H"], "positions_angstrom": [[0.272, -1.773, -0.754], [-1.426, 0.263, -0.087], [1.580, 1.629, 0.665], [-0.750, 1.004, 0.842], [0.641, 0.688, 0.856], [0.095, -0.373, -0.778], [-2.518, -0.119, -0.530], [-2.580, -0.286, -1.528], [1.350, 2.423, 0.086], [2.556, 1.396, 0.757], [-1.188, 1.836, 1.374], [1.021, -0.194, 1.367], [1.131, -2.050, -1.374], [0.439, -2.179, 0.255], [-0.623, -2.268, -1.152]], "forces_ev_per_angstrom": [[-0.30, -0.04, -0.16], [0.71, -0.51, -0.04], [-0.35, -0.36, 0.09], [-0.55, 0.28, -0.16], [0.54, 0.20, -0.34], [-0.14, 0.33, 0.88], [0.07, 0.03, -0.11], [0.03, -0.04, 0.13], [-0.06, -0.01, 0.20], [-0.10, 0.00, -0.03], [0.09, 0.09, -0.16], [0.09, -0.20, -0.32], [-0.10, 0.04, 0.00], [-0.03, 0.19, 0.01], [0.10, 0.00, 0.00]]}

***

[3]
{"formula": "C32H60N2OP3Pb", "method": "ωB97M-V/def2-TZVPD", "homo_energy_ha": [-0.574, -0.574], "largest_force_ev_per_a": 5.04, "multiplicity": 1, "lumo_ev": [-11.76, -11.77], "total_charge": 3, "species": ["C", "C", "C", "C", "C", "H", "H", "H", "N", "P", "P", "C", "H", "H", "C", "H", "C", "C", "C", "C", "C", "H", "H", "H", "C", "H", "H", "H", "C", "H", "H", "H", "C", "H", "H", "H", "C", "H", "H", "H", "C", "H", "H", "H", "C", "H", "H", "H", "C", "H", "H", "H", "C", "H", "H", "H", "C", "H", "H", "H", "C", "H", "H", "H", "C", "H", "H", "H", "Pb", "C", "O", "N", "C", "C", "C", "C", "C", "H", "H", "H", "H", "H", "H", "H", "H", "H", "C", "P", "C", "C", "H", "H", "H", "H", "H", "H", "H", "H", "H"], "positions_angstrom": [[-2.043, 1.349, -2.114], [-1.534, -0.955, -2.322], [-3.228, 1.220, -2.851], [-2.769, -1.139, -2.956], [-3.609, -0.060, -3.242], [-3.778, 2.110, -3.146], [-3.027, -2.161, -3.262], [-4.579, -0.204, -3.709], [-1.308, 0.281, -1.751], [-0.583, 3.110, -0.259], [0.204, -2.975, -1.029], [-1.649, 2.824, -1.726], [-1.196, 3.386, -2.613], [-2.625, 3.360, -1.560], [-0.554, -2.065, -2.388], [-1.014, -2.858, -3.040], [1.063, -4.523, -1.815], [-0.561, -3.419, 0.744], [0.825, 4.296, -0.668], [-1.844, 3.785, 1.010], [2.561, -4.310, -1.473], [2.758, -4.337, -0.378], [3.186, -5.095, -1.954], [2.883, -3.318, -1.840], [0.597, -5.940, -1.437], [0.717, -6.236, -0.387], [-0.453, -6.110, -1.723], [1.205, -6.663, -2.019], [0.856, -4.465, -3.326], [1.626, -5.043, -3.872], [-0.134, -4.816, -3.677], [0.931, -3.419, -3.608], [0.527, -4.190, 1.505], [1.392, -3.556, 1.740], [0.119, -4.568, 2.455], [0.922, -5.064, 0.966], [-0.899, -2.105, 1.473], [0.030, -1.537, 1.680], [-1.595, -1.451, 0.908], [-1.360, -2.305, 2.467], [-1.816, -4.268, 0.530], [-1.579, -5.285, 0.161], [-2.345, -4.378, 1.502], [-2.517, -3.783, -0.178], [-1.109, 4.162, 2.309], [-1.875, 4.473, 3.040], [-0.559, 3.310, 2.744], [-0.423, 5.012, 2.158], [-2.872, 2.668, 1.262], [-3.297, 2.271, 0.330], [-2.455, 1.835, 1.841], [-3.699, 3.098, 1.845], [-2.562, 5.026, 0.456], [-3.166, 5.447, 1.273], [-1.869, 5.807, 0.125], [-3.242, 4.789, -0.370], [1.403, 3.823, -2.023], [0.861, 4.281, -2.868], [2.467, 4.110, -2.117], [1.358, 2.727, -2.138], [1.930, 4.247, 0.426], [2.343, 3.232, 0.572], [2.759, 4.904, 0.106], [1.571, 4.621, 1.400], [0.375, 5.762, -0.800], [-0.442, 5.889, -1.520], [0.090, 6.202, 0.166], [1.225, 6.360, -1.168], [0.321, 0.582, 0.372], [-0.240, 0.997, 3.353], [-0.431, 0.686, 4.458], [1.429, -0.607, -1.376], [1.163, -1.154, -2.455], [1.908, -1.001, -3.847], [1.433, -1.899, -4.988], [1.680, 0.421, -4.322], [3.382, -1.224, -3.513], [1.895, -2.906, -4.880], [0.313, -1.945, -4.984], [1.779, -1.487, -5.980], [1.892, 1.179, -3.541], [2.278, 0.614, -5.244], [0.621, 0.567, -4.547], [4.039, -0.713, -4.250], [3.589, -0.897, -2.460], [3.624, -2.296, -3.480], [2.635, -1.194, 3.393], [2.528, 0.308, 2.362], [2.856, 1.626, 3.573], [4.124, 0.222, 1.450], [3.342, -1.036, 4.233], [2.996, -2.034, 2.776], [1.646, -1.464, 3.810], [2.348, 1.417, 4.521], [3.938, 1.694, 3.749], [2.501, 2.593, 3.190], [4.862, 0.894, 1.913], [4.502, -0.810, 1.473], [3.970, 0.526, 0.403]], "forces_ev_per_angstrom": [[0.01, 0.53, 0.35], [-1.92, 2.03, 0.62], [0.52, -0.57, -0.33], [0.43, -0.62, -0.31], [-0.14, 0.35, 0.63], [-0.06, -0.26, 0.12], [-0.07, 0.55, -0.12], [0.26, -0.12, -0.12], [0.93, -0.03, -1.04], [0.02, 0.73, 0.45], [-1.19, -0.59, -1.20], [-0.65, 0.22, -1.09], [-0.49, -1.09, 0.93], [1.02, -0.49, -0.08], [0.42, -0.41, 0.96], [0.83, 0.70, 0.26], [0.71, -0.39, -0.36], [0.90, 0.81, 1.02], [0.09, 0.41, -0.08], [0.61, -0.11, -0.26], [0.35, 0.31, 0.33], [-0.13, -0.09, -0.64], [-0.52, 0.47, 0.26], [0.08, -0.55, 0.14], [-0.62, -0.45, 0.93], [-0.01, 0.13, -0.37], [0.37, 0.05, 0.09], [-0.19, 0.63, 0.14], [-0.18, 0.80, -0.38], [-0.29, 0.25, 0.51], [0.43, 0.01, 0.42], [0.10, -0.67, -0.25], [0.49, -0.14, 0.04], [-0.27, -0.02, 0.03], [-0.02, 0.21, -0.26], [-0.35, 0.41, 0.24], [-0.02, 0.18, 0.36], [-0.46, -0.54, 0.05], [0.25, -0.53, 0.25], [0.22, -0.14, -0.68], [-0.29, -0.32, -1.25], [-0.15, 0.57, 0.20], [0.48, 0.24, -0.43], [0.16, -0.29, 0.38], [-0.20, 0.07, 0.03], [0.35, -0.08, -0.17], [-0.12, 0.41, -0.21], [-0.29, -0.36, 0.12], [0.02, 0.11, 0.05], [0.01, 0.09, 0.20], [-0.03, 0.11, -0.08], [0.16, -0.19, -0.11], [-0.04, 0.14, 0.06], [0.05, -0.09, -0.24], [-0.33, -0.25, 0.16], [0.09, 0.09, 0.21], [0.11, 0.00, -0.10], [0.20, -0.25, 0.29], [-0.50, -0.02, 0.10], [0.04, 0.20, 0.02], [-0.24, -0.12, 0.04], [-0.11, 0.24, -0.10], [-0.34, -0.30, 0.11], [0.13, -0.20, -0.42], [0.24, 0.26, -0.08], [0.15, -0.03, 0.17], [0.06, -0.18, -0.30], [-0.22, -0.23, 0.06], [-0.84, 0.17, 0.54], [-1.05, -1.44, 4.72], [0.80, 1.30, -4.55], [-0.48, -2.22, -0.21], [0.02, -0.06, -1.05], [-0.08, -0.37, 0.46], [0.10, -0.40, -0.63], [-0.39, 1.31, 0.39], [0.76, -0.12, 0.86], [-0.48, 0.90, -0.56], [0.90, -0.12, -0.27], [-0.44, -0.32, 1.11], [0.33, -0.40, -0.46], [-0.41, -0.10, 0.82], [-0.02, -0.03, -0.30], [-0.38, -0.40, 0.60], [0.09, 0.25, -1.17], [0.01, 0.22, -0.44], [-0.25, -0.50, 0.36], [1.11, 0.04, 0.02], [-0.10, 0.49, 0.11], [0.05, 0.10, -0.37], [-0.35, -0.11, -0.49], [-0.14, 0.30, 0.28], [0.47, 0.11, -0.07], [0.09, 0.07, -0.16], [-0.31, -0.03, 0.08], [0.14, -0.18, 0.16], [-0.18, -0.31, -0.21], [-0.04, 0.38, -0.08], [0.23, -0.12, 0.32]]}

***

[4]
{"formula": "C5H11ClN", "method": "ωB97M-V/def2-TZVPD", "homo_energy_ha": -0.479, "largest_force_ev_per_a": 4.50, "multiplicity": 1, "lumo_ev": -4.32, "total_charge": 1, "relative_energy_kj_mol": 227.92, "species": ["C", "C", "C", "C", "C", "N", "Cl", "H", "H", "H", "H", "H", "H", "H", "H", "H", "H", "H"], "positions_angstrom": [[3.477, -1.424, -0.365], [2.787, -0.584, 0.407], [-1.739, -1.403, 0.251], [-1.270, 2.351, -0.260], [-1.372, 0.082, 0.499], [-1.401, 0.930, -0.440], [1.219, -0.213, -0.064], [2.970, -1.984, -1.187], [4.425, -1.890, -0.172], [-2.684, -1.440, 0.773], [-0.893, -2.051, 0.767], [-1.819, -1.537, -0.875], [-2.273, 2.873, -0.278], [-0.931, 2.690, 0.696], [-0.694, 2.723, -1.207], [-1.566, 0.336, 1.625], [-1.539, 0.498, -1.353], [3.303, 0.043, 1.182]], "forces_ev_per_angstrom": [[-1.40, -1.46, -0.33], [3.38, -0.05, -0.08], [2.80, 1.18, -0.33], [-1.00, 2.33, -3.11], [-2.61, -2.46, 2.71], [-0.20, -0.26, 0.64], [-1.03, 0.73, -0.05], [0.19, 0.80, 0.61], [0.60, 0.73, 0.44], [-0.39, -0.74, 0.02], [-2.07, 1.09, -1.21], [0.04, -0.43, 1.51], [0.72, -0.88, -0.51], [1.12, -0.49, 0.44], [-0.75, -0.30, 2.22], [1.38, 0.30, -2.20], [0.27, 0.70, -0.19], [-1.08, -0.78, -0.57]]}

***

[5]
{"formula": "C4H5OP", "method": "ωB97M-V/def2-TZVPD", "homo_energy_ha": [-0.295, -0.319], "largest_force_ev_per_a": 4.20, "multiplicity": 1, "smiles": "C1=C2OP2CC1", "lumo_ev": [-0.49, -0.29], "total_charge": 0, "relative_energy_kj_mol": 449.92, "species": ["C", "C", "O", "P", "C", "C", "H", "H", "H", "H", "H"], "positions_angstrom": [[0.473, 1.191, 0.487], [1.278, -0.227, 1.205], [0.694, -0.965, 2.123], [0.635, -1.794, 0.492], [-0.744, -0.819, -0.350], [-0.152, 0.626, -0.733], [1.170, 2.067, 0.353], [-1.557, -0.483, 0.368], [-1.099, -1.325, -1.308], [-1.070, 1.177, -1.040], [0.373, 0.553, -1.597]], "forces_ev_per_angstrom": [[3.19, -2.00, 0.56], [-1.75, 2.49, -1.51], [-0.26, -0.29, -0.51], [-0.24, 1.01, 0.32], [-0.13, 1.29, -0.13], [-3.43, -1.01, 2.20], [-0.98, -0.78, 0.46], [0.59, -1.29, -0.79], [0.12, 0.40, 1.54], [0.56, 0.20, 0.34], [2.33, -0.02, -2.47]]}

***

[6]
{"formula": "C4H5NO3", "method": "ωB97M-V/def2-TZVPD", "homo_energy_ha": -0.374, "largest_force_ev_per_a": 3.78, "multiplicity": 1, "smiles": "O=CON1CCC1=O", "lumo_ev": 0.82, "total_charge": 0, "relative_energy_kj_mol": 390.07, "species": ["O", "C", "O", "N", "C", "C", "C", "O", "H", "H", "H", "H", "H"], "positions_angstrom": [[0.289, -2.180, 1.254], [0.033, -2.430, 0.071], [-0.098, -1.548, -0.897], [-0.077, -0.206, -0.581], [1.024, 0.714, -0.195], [-0.142, 1.733, 0.047], [-1.180, 0.579, -0.040], [-2.377, 0.640, 0.219], [-0.218, -3.401, -0.480], [1.518, 0.947, -1.069], [1.696, 0.575, 0.799], [-0.283, 2.748, -0.274], [-0.184, 1.829, 1.146]], "forces_ev_per_angstrom": [[-0.67, -0.99, -3.45], [0.10, -0.85, 3.24], [0.19, 0.70, -1.13], [-2.32, 0.49, 1.62], [-1.06, 0.48, 2.25], [-0.07, -1.46, 3.49], [-0.34, 2.34, -1.15], [3.00, -1.81, -0.94], [0.61, 0.64, 1.36], [1.90, 0.35, -1.52], [-1.68, -0.29, -2.59], [0.07, -0.04, -1.13], [0.26, 0.43, -0.04]]}